A:
C4H5NS3 | ωB97M-V with the def2-TZVPD basis set

Each line ends with the natural charge from an NBO analysis.
Element x y z (Å)
C  -0.1613  1.3044  -0.8213  0.0675
C  -0.4579  -1.4475  0.7172  -0.5750
C  0.8914  -0.6495  0.6095  -0.2844
C  1.0335  0.6899  -0.0934  -0.4325
H  -2.2164  0.9523  -1.0539  0.4388
H  -0.7797  -1.8984  -0.2697  0.2382
H  -0.4657  -2.1934  1.5578  0.2640
H  1.4782  -0.7705  1.4702  0.2265
H  1.6493  1.4284  0.3874  0.2549
N  -1.3524  0.9161  -0.4187  -0.7469
S  0.0959  2.2842  -2.0466  -0.0626
S  -1.6547  -0.0853  0.8682  0.4101
S  1.9397  -0.5306  -0.9066  0.2015

As for the SMILES: S=C1NSC[C@H]2S[C@@H]12. As for the HOMO-LUMO gap: 8.80 eV.

=====

B:
C4H5NS3 | ωB97M-V with the def2-TZVPD basis set

Each line ends with the natural charge from an NBO analysis.
Element x y z (Å)
C  -1.8268  0.0892  0.1516  -0.5554
C  0.8795  0.4166  -0.2680  -0.0238
C  3.3032  -0.2633  0.5017  -0.2261
C  2.5146  -1.5528  0.1982  -0.2164
H  -1.5312  1.0972  0.7052  0.2565
H  4.2095  0.2192  0.0133  0.2372
H  3.1657  0.0922  1.5800  0.2140
H  2.0647  -2.0385  0.9954  0.2166
H  2.8027  -2.2205  -0.7450  0.2252
N  2.0476  -0.2465  -0.2848  -0.4364
S  -3.3172  -0.4507  0.2375  0.0863
S  -0.4533  -0.7879  -0.4400  0.3289
S  0.3788  2.0160  -0.0510  -0.1068

As for the HOMO-LUMO gap: 7.78 eV.

=====

How do the energies compare? Relative to the most stable structure, in kcal/mol: A 0.0; B 34.6.

=====

A:
C5H36N2O14 | ωB97M-V with the def2-TZVPD basis set

Each line ends with the natural charge from an NBO analysis.
Element x y z (Å)
N  0.0835  1.2762  -1.1691  -0.8835
C  -0.9650  0.7517  -0.3364  -0.1174
C  -1.4223  -0.6008  -0.8799  -0.4798
C  -1.3818  -0.7638  -2.4198  -0.1684
C  -1.5739  -1.9954  -2.8945  -0.3859
C  -0.3300  0.3880  1.1112  0.6908
N  -1.0595  0.4127  2.2514  -0.8094
O  0.7509  -0.1873  1.0557  -0.7404
H  0.8015  0.5335  -1.5037  0.3866
H  0.7519  1.8973  -0.6241  0.3969
H  -1.7002  1.5517  -0.2395  0.2046
H  -2.4879  -0.5860  -0.6846  0.2186
H  -1.1128  -1.4980  -0.3589  0.2442
H  -1.3330  0.0478  -3.0156  0.2013
H  -1.5815  -2.0766  -3.9753  0.1897
H  -1.7293  -2.8391  -2.4064  0.1979
H  -1.9677  0.7195  2.0468  0.4094
H  -0.8867  0.0989  3.1741  0.4216
H  -0.2103  -2.3988  1.6212  0.4667
H  -1.3859  -3.3750  1.8342  0.5118
O  -0.4469  -3.2739  1.7055  -0.9879
H  2.0509  -1.4116  2.1837  0.4762
H  1.6620  -2.6728  2.7843  0.4708
O  1.8957  -1.8152  3.0238  -0.9483
H  -3.6153  3.0812  1.3047  0.4880
H  -3.1169  2.3900  0.0269  0.5085
O  -3.4688  2.2129  0.9307  -1.0142
H  -1.2359  3.5329  -0.9951  0.5055
H  -2.4539  4.1073  -1.4627  0.4885
O  -2.1778  3.6742  -0.6936  -0.9647
H  4.2251  -1.6474  -1.7202  0.4525
H  3.2124  -0.9190  -2.5668  0.4931
O  4.2127  -0.8962  -2.2317  -0.9956
H  -2.9447  -1.6371  1.0531  0.5052
H  -3.8490  -2.7837  1.4354  0.4791
O  -2.9467  -2.6976  1.0642  -0.9921
H  2.6703  0.5526  0.0147  0.5005
H  3.5854  1.0232  -1.1851  0.5210
O  2.8731  1.2793  -0.5478  -0.9927
H  1.2740  -4.3852  0.6309  0.4857
H  2.6690  -4.3574  0.0696  0.4575
O  1.8554  -4.8241  -0.0079  -0.9448
H  1.3259  -1.8871  -1.9036  0.5048
H  1.2597  -1.6491  -3.4559  0.5036
O  1.9170  -1.7113  -2.7091  -0.9516
H  3.1055  2.9434  -0.1070  0.4915
H  2.8700  3.3758  1.2878  0.4620
O  2.9881  3.8363  0.4278  -0.9822
H  -0.3684  2.8663  -3.3265  0.4918
H  0.0391  4.2974  -2.8993  0.4800
O  -0.6928  3.7599  -3.1881  -0.9661
H  -4.2945  0.1734  0.6022  0.4787
H  -4.1823  0.6319  1.8935  0.5050
O  -3.9814  -0.1846  1.3903  -0.9611
H  2.0690  0.9232  2.7048  0.4711
H  2.8121  0.3503  3.9827  0.4860
O  2.8396  1.1433  3.3704  -0.9606

As for the HOMO-LUMO gap: 9.96 eV.

=====

B:
C5H36N2O14 | ωB97M-V with the def2-TZVPD basis set

Each line ends with the natural charge from an NBO analysis.
Element x y z (Å)
N  -1.8698  0.3981  0.3524  -0.8665
C  -0.7403  0.0567  -0.5012  -0.1628
C  -0.3155  1.2971  -1.3400  -0.4454
C  -1.3270  1.7967  -2.3078  -0.1816
C  -2.0938  2.8603  -2.1709  -0.3761
C  0.4216  -0.2719  0.4293  0.7073
N  1.5571  -0.6962  -0.1709  -0.8355
O  0.4629  -0.0763  1.6496  -0.7294
H  -2.1583  1.3591  0.2388  0.3837
H  -1.6818  0.3307  1.3375  0.4095
H  -1.0080  -0.7960  -1.1394  0.2432
H  0.6444  1.0382  -1.7921  0.2288
H  -0.0479  1.9337  -0.4896  0.2361
H  -1.6091  0.9965  -3.0006  0.1900
H  -2.9341  3.0994  -2.7984  0.2006
H  -2.1725  3.4777  -1.2798  0.1803
H  1.4454  -1.2717  -0.9977  0.4148
H  2.3654  -0.9324  0.4003  0.4360
H  2.6000  1.6224  0.1686  0.4826
H  2.3542  2.4904  -1.2182  0.5114
O  2.1937  2.3571  -0.2843  -0.9927
H  4.6623  -1.8681  1.3141  0.4953
H  4.6231  -0.2754  1.1166  0.4924
O  4.2476  -1.1236  0.8759  -0.9700
H  -0.1298  -3.0476  -3.2568  0.4824
H  -1.0290  -1.7997  -3.6165  0.5191
O  -0.1286  -2.1536  -3.6092  -0.9869
H  -3.0583  -1.2535  -2.7212  0.4953
H  -2.8059  -2.4192  -1.5940  0.5230
O  -2.4612  -1.8549  -2.2843  -1.0007
H  -0.3231  1.3492  2.5110  0.5127
H  -1.3818  2.5344  2.9585  0.4926
O  -1.0516  1.9489  2.2743  -1.0101
H  4.0331  0.7300  -1.7312  0.4744
H  3.2093  0.7392  -2.9516  0.4712
O  3.7250  1.3489  -2.4067  -0.9396
H  -0.6713  -1.8120  4.7348  0.4846
H  -1.7460  -0.9195  4.3233  0.4727
O  -1.1764  -1.5992  3.9373  -0.9525
H  1.9061  0.9197  3.0412  0.4781
H  1.8544  1.9390  1.9368  0.4726
O  2.4257  1.6293  2.6496  -0.9469
H  -1.5186  4.5676  0.6802  0.4588
H  -0.4023  3.7064  1.2740  0.4869
O  -0.7729  4.5962  1.2854  -0.9479
H  -2.1100  -3.3069  2.6178  0.4846
H  -2.2711  -2.6269  1.3194  0.4584
O  -2.4101  -3.4950  1.7179  -0.9446
H  -3.1155  -0.5873  -0.0878  0.4834
H  -4.0312  -1.5408  0.5309  0.4563
O  -3.8883  -1.1369  -0.3368  -1.0075
H  1.5609  -2.2770  -3.2701  0.4904
H  2.9361  -1.9427  -3.5898  0.4649
O  2.4313  -2.2255  -2.8148  -0.9731
H  0.5479  -1.9259  2.7078  0.4917
H  1.0332  -3.3085  2.3860  0.4642
O  1.2001  -2.5786  2.9928  -0.9605

As for the HOMO-LUMO gap: 9.62 eV.

=====

How do the energies compare? Relative to the most stable structure, in kcal/mol: A 30.0; B 0.0.